1.
{"formula": "C36H59NO14", "method": "ωB97M-V/def2-TZVPD", "largest_force_ev_per_a": 3.47, "smiles": "c1cc[nH]c1.O=C1CCCO1.O=C1CCCO1.O=C1CCCO1.O=C1CCCO1.O=C1CCCO1.CC(C)=O.CC(C)=O.CC(C)=O.CC(C)=O", "de_lowest_kcal_mol": 2.6, "gap_ev": 8.4, "homo_ev": -8.03, "elements": ["O", "C", "O", "C", "C", "C", "H", "H", "H", "H", "H", "H", "O", "C", "O", "C", "C", "C", "H", "H", "H", "H", "H", "H", "O", "C", "O", "C", "C", "C", "H", "H", "H", "H", "H", "H", "O", "C", "O", "C", "C", "C", "H", "H", "H", "H", "H", "H", "O", "C", "O", "C", "C", "C", "H", "H", "H", "H", "H", "H", "N", "C", "C", "C", "C", "H", "H", "H", "H", "H", "C", "C", "O", "C", "H", "H", "H", "H", "H", "H", "C", "C", "O", "C", "H", "H", "H", "H", "H", "H", "C", "C", "O", "C", "H", "H", "H", "H", "H", "H", "C", "C", "O", "C", "H", "H", "H", "H", "H", "H"], "positions_angstrom": [[-52.480, -14.478, 6.010], [-52.232, -13.357, 6.406], [-53.109, -12.608, 7.157], [-52.512, -11.447, 7.725], [-51.090, -11.384, 7.235], [-50.998, -12.434, 6.143], [-52.597, -11.377, 8.809], [-52.982, -10.603, 7.220], [-50.369, -11.624, 8.016], [-50.780, -10.376, 6.958], [-50.142, -13.106, 6.202], [-51.026, -12.002, 5.143], [-48.652, -18.786, -1.259], [-49.001, -19.380, -0.235], [-49.353, -18.681, 0.880], [-49.909, -19.485, 1.886], [-50.046, -20.911, 1.242], [-49.124, -20.907, 0.024], [-50.888, -19.065, 2.116], [-49.160, -19.474, 2.678], [-51.069, -21.116, 0.924], [-49.724, -21.619, 2.005], [-49.707, -21.366, -0.775], [-48.184, -21.421, 0.222], [-50.082, -20.716, 5.162], [-50.387, -19.828, 5.904], [-49.756, -19.590, 7.099], [-50.359, -18.534, 7.804], [-51.075, -17.738, 6.749], [-51.519, -18.815, 5.760], [-49.731, -17.888, 8.417], [-51.112, -18.902, 8.502], [-50.523, -16.876, 6.375], [-51.975, -17.322, 7.204], [-51.800, -18.459, 4.768], [-52.415, -19.337, 6.096], [-45.137, -15.409, -1.601], [-45.073, -16.331, -0.816], [-45.165, -16.197, 0.507], [-45.183, -17.465, 1.131], [-44.239, -18.154, 0.179], [-44.660, -17.702, -1.169], [-46.199, -17.858, 1.091], [-44.833, -17.508, 2.162], [-44.245, -19.243, 0.221], [-43.202, -17.857, 0.336], [-45.534, -18.130, -1.658], [-43.819, -17.687, -1.863], [-48.038, -12.546, 4.275], [-47.697, -11.831, 3.327], [-46.416, -11.794, 2.992], [-46.188, -10.968, 1.900], [-47.471, -10.164, 1.741], [-48.578, -10.961, 2.420], [-45.919, -11.605, 1.057], [-45.345, -10.321, 2.146], [-47.738, -9.873, 0.725], [-47.475, -9.183, 2.218], [-49.019, -11.578, 1.636], [-49.370, -10.331, 2.826], [-46.961, -14.653, 5.557], [-45.765, -15.167, 5.226], [-45.798, -16.519, 5.641], [-46.977, -16.758, 6.339], [-47.733, -15.594, 6.180], [-47.281, -13.726, 5.314], [-45.079, -14.609, 4.607], [-45.004, -17.233, 5.476], [-47.249, -17.716, 6.757], [-48.615, -15.255, 6.702], [-55.775, -18.462, 1.552], [-54.786, -17.439, 2.134], [-55.163, -16.350, 2.627], [-53.297, -17.783, 2.182], [-55.705, -18.613, 0.474], [-56.777, -18.047, 1.661], [-55.739, -19.462, 1.984], [-52.904, -17.383, 3.117], [-52.851, -17.327, 1.298], [-53.073, -18.841, 2.315], [-50.925, -14.877, 3.248], [-50.010, -15.469, 2.213], [-50.426, -15.916, 1.130], [-48.520, -15.394, 2.512], [-50.801, -13.794, 3.257], [-50.598, -15.315, 4.190], [-51.975, -15.107, 3.067], [-48.227, -14.412, 2.139], [-47.916, -16.097, 1.939], [-48.225, -15.275, 3.554], [-50.870, -13.177, -1.099], [-49.381, -13.513, -0.975], [-48.569, -12.682, -0.619], [-48.908, -14.831, -1.558], [-51.298, -13.718, -1.943], [-50.943, -12.097, -1.222], [-51.374, -13.461, -0.175], [-47.833, -14.909, -1.396], [-49.168, -14.973, -2.607], [-49.398, -15.674, -1.069], [-52.145, -17.974, -1.435], [-53.372, -17.069, -1.635], [-54.185, -17.412, -2.476], [-53.480, -15.857, -0.810], [-52.013, -18.624, -2.300], [-52.343, -18.697, -0.644], [-51.249, -17.502, -1.033], [-52.572, -15.778, -0.212], [-54.382, -15.856, -0.197], [-53.398, -14.941, -1.395]], "atomic_forces_ev_per_a": [[0.450, 1.843, 0.775], [-0.263, 0.448, -0.619], [0.050, -1.422, 0.402], [-0.165, 1.064, -1.208], [1.756, -0.326, 0.539], [-0.435, -1.226, 0.091], [-0.326, -0.350, -0.167], [-0.638, 0.103, 0.566], [-0.118, -0.276, 0.222], [-0.302, -0.055, -0.403], [0.245, 0.392, -0.092], [-0.202, -0.260, -0.069], [-0.644, -1.569, 2.331], [0.981, 1.154, -1.729], [0.516, 0.291, -1.925], [0.048, -1.299, -0.553], [0.381, 0.368, 1.211], [-1.225, 1.041, 0.317], [0.297, -0.008, 0.534], [-0.626, -0.107, 0.517], [0.003, 0.035, 0.260], [-0.351, -0.250, -0.170], [0.729, 0.008, -0.375], [0.068, 0.319, -0.345], [0.196, 0.110, 0.306], [-0.272, 0.394, -0.298], [0.849, -0.955, -0.398], [-1.128, 0.942, 0.266], [-1.862, 0.688, 0.327], [0.528, 0.236, 0.200], [0.861, -0.530, -0.372], [0.014, -0.538, 0.058], [0.238, -0.425, -0.456], [0.031, 0.358, -0.001], [0.699, -0.220, -0.130], [-0.108, 0.025, 0.393], [-0.527, -0.366, 1.107], [1.098, 2.099, -2.076], [-1.121, 1.967, 1.115], [0.572, -1.014, -0.545], [0.345, -3.124, 0.371], [-0.017, 0.305, -0.618], [-0.088, -0.175, 0.009], [-0.023, 0.778, -0.091], [-0.042, -0.139, 0.415], [-0.084, 0.230, 0.281], [0.051, -0.714, 0.247], [-0.320, 0.166, -0.184], [-0.128, 1.636, -1.600], [-1.492, -1.429, 2.175], [-0.492, -0.804, 1.199], [0.365, 1.304, -1.174], [-0.891, 1.543, -0.692], [1.320, -0.540, -0.840], [-0.206, 0.177, -0.201], [0.065, -0.073, -0.124], [0.242, -0.586, -0.240], [0.788, -0.010, 0.414], [-0.155, -0.507, 0.220], [0.303, -0.385, 0.595], [-0.469, -0.277, 0.583], [-0.116, -1.842, -0.207], [1.663, 1.133, -0.540], [-0.934, 0.549, -0.858], [0.294, 0.047, 1.183], [0.042, 0.072, -0.123], [0.071, -0.132, 0.161], [0.036, 0.067, 0.064], [-0.231, 0.218, 0.141], [-0.223, -0.217, -0.217], [-0.503, 0.896, -0.152], [-0.693, 1.537, 1.506], [0.767, -2.956, -1.638], [-0.715, -0.025, 0.717], [0.645, 0.147, -0.158], [-0.015, -0.072, 0.345], [0.299, 0.172, 0.310], [0.093, 0.722, -0.302], [0.447, -0.210, 0.235], [-0.325, -0.246, -0.801], [0.088, -0.587, -0.194], [-0.168, -0.578, -1.865], [0.595, 0.745, 1.958], [-0.132, 0.633, -0.368], [0.182, 0.047, 0.235], [-0.230, 0.387, 0.312], [0.107, -0.027, -0.074], [0.015, 0.273, -0.443], [-0.247, -0.185, 0.202], [-0.319, -0.702, 0.079], [0.820, 0.010, 0.382], [0.109, -0.011, -1.592], [-0.397, -0.047, 0.655], [-0.021, -0.270, 0.743], [-0.102, 0.086, 0.108], [-0.165, -0.076, -0.073], [-0.133, -0.126, -0.020], [-0.037, -0.028, -0.220], [0.069, 0.478, -0.136], [-0.039, 0.001, 0.291], [-0.362, -0.256, 0.479], [0.432, -1.827, -1.455], [0.099, 0.539, 0.645], [0.816, 0.925, 0.657], [0.302, 0.482, -0.188], [-0.557, -0.065, 0.350], [0.130, 0.338, -0.589], [-0.215, -0.145, 0.573], [0.019, 0.153, -0.078], [-0.628, -0.099, -0.395]]}

2.
{"formula": "C36H60BI2N3O13PS3", "method": "ωB97M-V/def2-TZVPD", "largest_force_ev_per_a": 5.66, "charge": 1, "gap_ev": 7.1, "homo_ev": -9.88, "elements": ["C", "C", "P", "C", "C", "C", "O", "B", "O", "O", "O", "C", "C", "C", "N", "C", "I", "C", "C", "I", "C", "C", "O", "N", "O", "C", "C", "C", "C", "C", "C", "C", "C", "N", "C", "C", "C", "O", "H", "H", "H", "H", "H", "H", "H", "H", "H", "H", "H", "H", "H", "H", "H", "H", "H", "H", "H", "H", "H", "H", "H", "H", "H", "H", "H", "H", "H", "H", "H", "H", "H", "H", "H", "H", "C", "C", "C", "S", "O", "O", "C", "H", "H", "H", "H", "H", "H", "H", "H", "C", "C", "C", "S", "O", "O", "C", "H", "H", "H", "H", "H", "H", "H", "H", "C", "C", "C", "S", "O", "O", "C", "H", "H", "H", "H", "H", "H", "H", "H"], "positions_angstrom": [[-0.055, 3.088, 3.776], [0.182, 1.735, 4.667], [0.085, 0.085, 3.765], [-1.762, -0.339, 3.553], [-2.076, -1.594, 2.535], [1.123, -0.117, 2.217], [1.581, -1.511, 2.174], [1.482, -2.203, 3.466], [0.409, -3.205, 3.804], [2.507, -2.026, 4.556], [0.149, 0.262, 1.138], [0.706, 0.553, -0.237], [0.615, -1.011, -0.825], [0.356, -1.122, -2.431], [1.161, -1.718, -3.370], [-0.435, 1.621, -0.734], [-2.244, 1.954, 0.543], [-0.466, 2.411, -1.985], [-1.721, 3.463, -2.331], [1.091, 2.248, -3.482], [2.177, 1.095, 0.334], [2.031, 2.762, 0.347], [3.234, 3.428, 0.948], [3.451, 4.519, 0.158], [4.251, 5.263, 0.731], [3.513, 0.923, -0.578], [3.952, -0.580, -1.021], [4.222, -1.860, 0.016], [4.719, -3.362, -0.488], [4.979, -3.700, -2.071], [4.722, -2.464, -3.134], [4.229, -0.947, -2.630], [4.086, 0.155, -3.860], [2.264, 0.856, 1.860], [3.608, 0.650, 2.504], [3.602, 1.500, 4.072], [5.135, 1.491, 4.885], [3.826, 0.600, 5.329], [-0.896, 3.782, 4.199], [-0.192, 2.754, 2.665], [0.951, 3.728, 3.813], [-0.698, 1.734, 5.476], [1.162, 1.916, 5.325], [-2.444, 0.606, 3.292], [-2.150, -0.691, 4.626], [-2.394, -2.515, 3.188], [-1.103, -1.884, 1.945], [-2.929, -1.337, 1.742], [0.203, -2.992, 4.781], [3.407, -2.213, 4.131], [-0.375, -1.452, -0.320], [1.480, -1.699, -0.433], [-0.673, -0.674, -2.838], [0.712, -1.637, -4.327], [-1.506, 4.011, -3.357], [-2.674, 2.776, -2.441], [-1.825, 4.304, -1.523], [1.124, 3.144, 0.976], [1.933, 3.223, -0.723], [3.332, 1.548, -1.579], [4.495, 1.428, -0.127], [4.066, -1.744, 1.169], [4.933, -4.240, 0.287], [5.356, -4.713, -2.521], [4.937, -2.683, -4.287], [4.329, 1.257, -3.518], [4.942, -0.129, -4.639], [3.060, 0.064, -4.449], [1.920, 1.710, 2.396], [3.838, -0.428, 2.888], [4.509, 1.209, 2.020], [2.901, 2.537, 4.165], [5.804, 0.543, 4.640], [5.379, 2.315, 5.679], [-5.998, 4.004, 3.817], [-6.006, 4.352, 5.304], [-4.819, 3.637, 5.948], [-3.588, 3.457, 4.666], [-3.420, 2.047, 4.384], [-2.468, 4.329, 4.954], [-4.558, 4.182, 3.358], [-6.683, 4.640, 3.247], [-6.310, 2.962, 3.679], [-5.893, 5.436, 5.426], [-6.947, 4.064, 5.783], [-4.400, 4.217, 6.775], [-5.094, 2.638, 6.297], [-4.344, 3.682, 2.412], [-4.294, 5.241, 3.293], [-6.012, 0.649, -5.110], [-6.382, 2.073, -5.522], [-7.072, 2.731, -4.328], [-6.418, 1.933, -2.870], [-7.489, 1.201, -2.226], [-5.575, 2.868, -2.152], [-5.379, 0.769, -3.732], [-5.330, 0.183, -5.827], [-6.918, 0.033, -5.054], [-5.470, 2.628, -5.773], [-7.027, 2.084, -6.406], [-6.860, 3.802, -4.282], [-8.153, 2.566, -4.349], [-5.347, -0.177, -3.189], [-4.375, 1.201, -3.796], [1.693, -7.754, -4.018], [2.653, -8.430, -4.996], [3.637, -7.366, -5.480], [3.761, -6.164, -4.164], [3.216, -4.908, -4.635], [5.071, -6.260, -3.552], [2.567, -6.929, -3.085], [1.095, -8.485, -3.466], [1.006, -7.099, -4.567], [3.198, -9.229, -4.479], [2.120, -8.886, -5.836], [4.625, -7.792, -5.677], [3.267, -6.855, -6.372], [2.011, -6.164, -2.541], [3.110, -7.570, -2.385]], "atomic_forces_ev_per_a": [[1.545, 0.162, -0.250], [-0.388, 2.328, 1.201], [-0.313, -1.096, 3.077], [-2.229, 0.218, -0.511], [0.277, -0.147, -0.201], [-1.812, -1.064, -2.744], [-0.770, 1.855, 0.954], [-0.994, -0.677, 3.325], [2.031, 3.324, 0.561], [-0.158, -0.955, -4.066], [2.050, -0.488, 1.154], [-0.757, -2.069, 2.950], [-0.817, -0.476, -1.182], [1.222, -1.214, -3.119], [-3.262, 2.399, 3.429], [0.524, 2.156, -4.095], [1.566, -0.439, -1.047], [-1.292, -1.176, 3.702], [0.911, -0.650, -0.725], [-1.017, 0.144, 1.102], [0.523, 4.511, -2.354], [-0.746, 0.338, -0.634], [-1.852, -1.534, -0.765], [3.700, 3.373, 2.636], [-2.844, -2.515, -2.457], [1.374, -1.016, -0.942], [1.402, -4.652, -1.901], [0.649, -0.824, -3.355], [-0.349, 2.421, -2.811], [-1.372, 5.247, 1.080], [-0.281, 0.336, 4.026], [0.472, -2.189, 1.528], [1.011, -0.829, -0.053], [-0.303, -0.260, 1.064], [2.057, 0.974, 4.217], [3.105, -0.991, 1.984], [-4.466, -2.887, 0.029], [0.612, 4.146, -3.601], [1.752, -1.660, -1.186], [-0.197, 0.936, 1.954], [-1.986, -1.230, -0.167], [1.805, -0.521, -1.851], [-2.074, -1.046, -1.550], [1.873, -2.209, 0.483], [1.318, 0.978, -2.117], [0.611, 1.765, -1.502], [-2.059, 0.416, 1.122], [1.908, -0.442, 1.903], [0.698, -0.791, -2.134], [-1.627, 0.487, 1.125], [2.061, 1.241, -1.166], [-1.372, 1.683, -1.007], [2.099, -0.746, 1.326], [0.332, -0.050, 1.499], [-0.353, -1.352, 2.115], [1.747, 1.720, 0.413], [0.105, -1.960, -1.370], [1.470, -1.018, -1.053], [0.092, -1.229, 1.961], [0.063, -1.537, 2.265], [-2.456, -0.980, -0.543], [0.293, -0.162, -2.520], [-0.628, 2.337, -1.682], [-0.822, 2.197, 1.372], [-0.678, 0.741, 2.845], [-0.723, -2.240, -0.615], [-1.873, 0.620, 1.690], [2.083, 0.205, 1.553], [0.308, -0.721, -1.363], [-0.660, 2.006, -1.406], [-2.131, -1.379, 0.243], [1.989, -3.052, -0.140], [-0.823, 2.960, 0.177], [-0.413, -1.768, -1.863], [-0.277, -0.160, -0.057], [-0.270, 0.287, 0.043], [-0.316, 0.008, 0.622], [-0.514, 0.524, 0.015], [0.314, 0.352, 0.159], [-0.311, -0.361, 0.164], [-0.227, 0.187, -0.422], [0.135, -0.131, 0.059], [0.041, 0.142, -0.049], [-0.015, -0.167, -0.014], [0.195, 0.056, -0.054], [0.114, -0.223, -0.161], [0.175, 0.092, -0.116], [0.137, 0.036, 0.132], [0.066, -0.167, 0.032], [-0.120, -0.192, -0.191], [0.124, 0.075, -0.349], [-0.303, 0.422, -0.476], [-0.062, -0.015, 0.224], [0.488, 0.398, 0.023], [-0.293, -0.286, 0.150], [0.309, -0.433, -0.214], [-0.114, 0.041, 0.119], [0.158, 0.039, 0.022], [-0.123, -0.079, 0.031], [0.116, 0.033, 0.158], [-0.104, -0.195, 0.196], [0.179, -0.010, 0.158], [-0.040, 0.204, 0.108], [-0.127, -0.009, 0.062], [-0.263, -0.027, -0.104], [-0.071, -0.386, -0.010], [0.126, -0.433, -0.557], [-0.345, -0.029, -0.079], [0.502, -0.288, 0.170], [-0.096, 0.078, -0.382], [-0.370, -0.174, 0.387], [0.081, 0.139, -0.072], [0.067, -0.061, 0.121], [-0.083, 0.121, -0.075], [0.130, 0.071, 0.130], [-0.094, 0.269, 0.039], [0.104, 0.069, 0.213], [0.237, 0.061, -0.074], [0.001, 0.133, -0.099]]}

no.,DFT total energy (eV)
1,-68442.92666
2,-128034.91793